Record 1
This record from the OMol25 dataset describes a molecular structure, C3H4N4O in a non-equilibrium geometry. The level of theory is ωB97M-V with the def2-TZVPD basis set.

## Properties
Strongest force on any atom: 0.2471 hartree/bohr
HOMO-LUMO gap: 8.493 eV
Total charge: 0
HOMO: -8.435 eV
Energy relative to the best compared isomer or geometry (same formula, charge and spin): 468.0 kJ/mol
LUMO energy: 0.1 eV

Geometry as XYZ:
```
12
C3H4N4O | the OMol25 dataset | ωB97M-V with the def2-TZVPD basis set
C -0.315 0.505 -0.112
C -1.692 0.505 -0.082
C 1.316 -1.372 0.040
H 0.612 2.685 0.293
H 1.568 1.124 0.093
H -2.109 1.453 -0.317
H 1.323 -2.484 0.393
N 0.560 1.382 0.040
N -2.238 -0.830 -0.223
N -1.214 -1.616 -0.015
N -0.029 -0.740 0.245
O 2.217 -0.612 -0.356
```

These are the Löwdin partial charges, in e, on atoms 1 to 4: atom 1 (C): -0.52, atom 2 (C): -0.09, atom 3 (C): -0.13, atom 4 (H): 0.29

Record 2
This record from the OMol25 dataset describes a molecular structure, C2H4CaLiO in a non-equilibrium geometry. The level of theory is ωB97M-V with the def2-TZVPD basis set.

## Properties
Strongest force on any atom: 0.0243 hartree/bohr
HOMO-LUMO gap: 3.665 eV
Total charge: +1
HOMO: -9.615 eV
LUMO energy: -6.0 eV

Geometry as XYZ:
```
9
C2H4CaLiO | the OMol25 dataset | ωB97M-V with the def2-TZVPD basis set
C -0.123 -0.213 0.268
H -0.757 -0.435 1.138
C 0.520 -1.231 -0.387
H 0.367 -2.262 -0.066
H 0.945 -1.075 -1.389
O 0.235 1.075 0.122
Li -1.102 2.397 0.000
Ca 2.323 0.616 0.183
H -2.408 1.128 0.132
```

These are the Löwdin partial charges, in e, on atoms 1 to 4: atom 1 (C): -0.49, atom 2 (H): 0.10, atom 3 (C): -0.10, atom 4 (H): 0.07

Record 3
This record from the OMol25 dataset describes a molecular structure, C32H51BF2N5OP2PbS2Se in a non-equilibrium geometry. The level of theory is ωB97M-V with the def2-TZVPD basis set.

## Properties
Strongest force on any atom: 0.0269 hartree/bohr
HOMO-LUMO gap: 5.973 eV
Total charge: +1
HOMO: -9.950 eV
Energy relative to the best compared isomer or geometry (same formula, charge and spin): 0.0 kJ/mol
LUMO energy: -4.0 eV

Geometry as XYZ:
```
98
C32H51BF2N5OP2PbS2Se | the OMol25 dataset | ωB97M-V with the def2-TZVPD basis set
Pb -0.933 -0.405 -0.201
C -2.228 0.538 3.644
C -2.110 1.975 3.122
C -3.462 2.376 2.530
C -1.763 2.898 4.293
P -0.804 1.936 1.747
C 0.802 1.832 2.757
N 1.860 1.142 2.037
B 1.885 -0.220 1.610
N 2.839 -0.331 0.557
C 2.996 -1.395 -0.420
P 1.531 -1.454 -1.616
C 2.041 -0.410 -3.118
C 1.919 1.043 -2.639
C 3.457 -0.644 -3.646
C 1.021 -0.613 -4.240
C 1.420 -3.282 -2.113
C 2.463 -3.740 -3.130
C 0.000 -3.484 -2.661
C 1.545 -4.146 -0.854
C 3.504 0.897 0.478
C 4.616 1.273 -0.263
C 5.139 2.541 -0.068
C 4.576 3.413 0.858
C 3.465 3.046 1.601
C 2.919 1.789 1.392
C -0.747 3.601 0.841
C -1.925 3.664 -0.132
C 0.547 3.585 0.020
C -0.751 4.822 1.758
H -3.024 0.492 4.390
H -1.309 0.193 4.115
H -2.472 -0.152 2.836
H -4.250 2.149 3.252
H -3.666 1.821 1.614
H -3.512 3.443 2.317
H -2.566 2.835 5.031
H -1.686 3.938 3.989
H -0.838 2.608 4.792
H 0.542 1.265 3.652
H 1.137 2.825 3.054
H 3.003 -2.351 0.097
H 3.938 -1.284 -0.952
H 2.593 1.262 -1.814
H 0.892 1.264 -2.337
H 2.169 1.718 -3.461
H 4.206 -0.609 -2.856
H 3.697 0.153 -4.353
H 3.554 -1.591 -4.170
H 0.005 -0.450 -3.880
H 1.089 -1.601 -4.693
H 1.210 0.123 -5.025
H 2.281 -3.325 -4.120
H 2.414 -4.828 -3.220
H 3.474 -3.480 -2.816
H -0.221 -2.836 -3.508
H -0.734 -3.291 -1.874
H -0.121 -4.519 -2.989
H 2.581 -4.281 -0.544
H 1.141 -5.138 -1.066
H 0.979 -3.722 -0.026
H 5.094 0.597 -0.960
H 6.017 2.843 -0.621
H 5.015 4.389 1.010
H 3.068 3.715 2.353
H -1.873 2.864 -0.867
H -1.890 4.615 -0.668
H -2.889 3.605 0.363
H 0.741 2.596 -0.404
H 1.407 3.878 0.613
H 0.460 4.290 -0.808
H -1.736 4.999 2.187
H -0.487 5.705 1.171
H -0.023 4.732 2.565
F -0.108 -1.336 2.652
C 1.258 -1.422 2.463
F 1.473 -2.658 1.897
H 1.705 -1.458 3.465
Se -5.465 -0.996 0.993
N -5.556 -2.655 1.496
C -4.350 -3.202 1.415
C -3.970 -4.507 1.773
C -2.649 -4.829 1.660
C -1.723 -3.897 1.159
N -2.022 -2.665 0.792
C -3.322 -2.301 0.952
N -3.724 -1.069 0.682
H -4.698 -5.208 2.159
H -2.297 -5.804 1.964
H -0.681 -4.175 1.063
C -3.716 -1.741 -3.138
O -4.373 -0.606 -2.568
C -3.707 0.509 -2.275
S -4.617 1.801 -1.780
S -2.000 0.601 -2.491
H -4.497 -2.340 -3.598
H -3.208 -2.316 -2.361
H -2.986 -1.432 -3.883
```

These are the Löwdin partial charges, in e, on atoms 1 to 4: atom 1 (Pb): 1.09, atom 2 (C): -0.11, atom 3 (C): -0.69, atom 4 (C): -0.09

Record 4
This record from the OMol25 dataset describes 2 unconnected molecules or ions with the total composition C21H21N3O7 in a non-equilibrium geometry. The level of theory is ωB97M-V with the def2-TZVPD basis set.

## Properties
SMILES: Nc1c(C(=O)O)cc(O)c2c1C(=O)c1ccccc1C2=O.CNC(=O)[C@H](C)NC(C)=O
Strongest force on any atom: 0.0418 hartree/bohr
HOMO-LUMO gap: 6.575 eV
Total charge: 0
HOMO: -8.284 eV
Energy relative to the best compared isomer or geometry (same formula, charge and spin): 0.0 kJ/mol
LUMO energy: -1.7 eV

Geometry as XYZ:
```
52
C21H21N3O7 | the OMol25 dataset | ωB97M-V with the def2-TZVPD basis set
O 2.106 0.802 -1.869
O 0.117 -5.843 -2.409
O -2.913 -0.238 -3.401
O 4.011 2.142 4.603
O 0.982 -0.883 4.153
O -2.081 -5.373 -2.248
O 2.604 -1.701 -1.404
C 0.970 0.529 -2.265
C -0.776 -5.015 -2.341
C -1.723 -0.060 -3.131
C 2.823 1.995 4.364
C 0.349 0.036 3.640
C -0.280 3.990 -3.181
C -1.577 3.708 -3.607
C 0.549 2.955 -2.745
C -2.041 2.392 -3.595
C 0.894 -3.240 -1.888
C 1.333 -1.925 -1.854
C 0.094 1.621 -2.725
C -1.220 1.333 -3.153
C 0.489 -0.877 -2.273
C -0.393 -3.582 -2.327
C -0.830 -1.185 -2.716
C -1.248 -2.543 -2.746
N -2.503 -2.874 -3.220
N -0.983 0.134 3.741
N 2.430 1.388 3.245
C 1.792 2.537 5.335
C -1.817 -0.816 4.476
C 1.076 0.753 1.324
C 1.055 1.128 2.810
H -2.055 -6.344 -2.248
H 2.786 -0.734 -1.463
H 0.086 5.013 -3.191
H -2.224 4.511 -3.951
H 1.560 3.195 -2.423
H -3.055 2.194 -3.936
H 1.592 -4.008 -1.563
H -2.877 -3.781 -2.930
H -3.157 -2.094 -3.351
H -1.441 0.899 3.272
H 3.176 1.010 2.682
H 1.151 3.255 4.828
H 2.313 3.035 6.151
H 1.206 1.714 5.738
H -1.388 -0.999 5.463
H -2.827 -0.424 4.593
H -1.858 -1.764 3.936
H 1.551 1.549 0.748
H 0.057 0.616 0.962
H 1.630 -0.177 1.180
H 0.483 2.050 2.911
```

These are the Löwdin partial charges, in e, on atoms 1 to 4: atom 1 (O): 0.07, atom 2 (O): 0.11, atom 3 (O): 0.06, atom 4 (O): 0.04